Entry 1:
8
Properties=species:S:1:pos:R:3:nbo_charge:R:1 method="wB97M-V/def2-TZVPD" de_lowest_kj_mol=311.06 homo_lumo_gap_ha="0.23203 / 0.23199" e_tot_ev=-37574.2219 charge=-1 spin_multiplicity=1 e_lumo_ev="2.80 / 2.80"
C 0.81515 0.79385 0.24515 0.155
C -0.34438 -1.68511 -0.42833 -0.450
N 1.53637 -0.19303 0.07445 -0.343
N -0.57108 0.81824 0.09778 -0.803
S 1.34358 2.40129 0.68302 -0.522
S -0.19977 -3.22189 -0.81726 -0.040
S -1.51715 -0.55994 -0.25672 0.579
H -1.06271 1.64660 0.40191 0.425

Entry 2:
8
Properties=species:S:1:pos:R:3:nbo_charge:R:1 method="wB97M-V/def2-TZVPD" de_lowest_kj_mol=677.21 homo_lumo_gap_ha="0.28811 / 0.28762" e_tot_ev=-10648.9812 spin_multiplicity=1 e_lumo_ev="-1.02 / -1.02"
C 1.25396 0.06412 1.36290 0.360
C -2.03350 -0.62536 -0.19557 1.023
N 0.06541 1.37222 0.22482 -0.173
N 0.78235 0.81425 -0.64137 -0.053
N 1.65168 0.04993 0.10198 -0.535
O -2.76988 0.15418 -0.54331 -0.497
O -1.28957 -1.41361 0.10436 -0.527
H 2.33956 -0.41575 -0.41380 0.402